DFT (the ωB97M-V functional and the def2-TZVPD basis) results for C40H40BrKN8O3 as an isolated structure.

Geometry (Å):
K1 0.0260 0.4062 0.4932
C1 -3.4723 1.7468 -1.8819
N1 -3.0091 2.0863 -0.5506
C2 -2.6606 3.4804 -0.3847
C3 -1.8485 3.6531 0.8618
N2 -0.8879 2.8559 1.2246
C4 -0.4523 3.3457 2.4474
C5 0.5093 2.8221 3.3093
C6 0.7129 3.4838 4.5026
C7 -0.0172 4.6371 4.8347
C8 -0.9764 5.1596 3.9910
C9 -1.1780 4.4852 2.7923
N3 -2.0720 4.6651 1.7503
C10 -3.0804 0.3372 -2.2023
N4 -1.9485 -0.1991 -1.8500
C11 -1.9623 -1.4678 -2.4173
C12 -0.9979 -2.4724 -2.3737
C13 -1.2739 -3.6508 -3.0329
C14 -2.4845 -3.8396 -3.7203
C15 -3.4485 -2.8538 -3.7736
C16 -3.1552 -1.6665 -3.1128
N5 -3.8623 -0.4868 -2.9572
H1 -3.0229 2.3993 -2.6504
H2 -4.5602 1.8568 -1.9619
H3 -2.2145 1.4928 -0.3461
H4 -3.5731 4.0844 -0.3038
H5 -2.0955 3.8841 -1.2435
H6 1.0599 1.9257 3.0563
H7 1.4470 3.1058 5.1986
H8 0.1736 5.1236 5.7815
H9 -1.5439 6.0391 4.2604
H10 -2.7928 5.3615 1.6811
H11 -0.0801 -2.3247 -1.8265
H12 -0.5487 -4.4512 -3.0158
H13 -2.6627 -4.7800 -4.2213
H14 -4.3755 -3.0032 -4.3077
H15 -4.7814 -0.2749 -3.3050
O1 1.1773 -2.9165 2.1177
C17 2.4797 -3.2359 1.9750
C18 2.9311 -4.5218 2.2513
C19 4.2754 -4.8268 2.1123
C20 5.1872 -3.8623 1.7100
C21 4.7281 -2.5797 1.4351
C22 3.3870 -2.2556 1.5508
C23 2.8605 -0.8832 1.1648
O2 1.6884 -0.5655 1.7708
N6 2.7012 -0.9800 -0.3324
N7 2.2177 0.0806 -0.9828
C24 2.3830 0.1681 -2.2453
C25 1.7681 1.2374 -3.0360
Br1 0.4750 2.3221 -2.1461
C26 2.0014 1.4861 -4.3275
C27 2.9867 0.7899 -5.1752
C28 4.2933 0.5400 -4.7651
C29 5.1796 -0.1191 -5.6014
C30 4.7766 -0.5314 -6.8624
C31 3.4834 -0.2660 -7.2900
C32 2.5998 0.3958 -6.4552
H16 1.1989 -1.8635 2.0537
H17 2.2170 -5.2628 2.5807
H18 4.6152 -5.8322 2.3273
H19 6.2362 -4.1021 1.6173
H20 5.4264 -1.8076 1.1316
H21 3.6383 -0.1221 1.3643
H22 3.3663 -1.5825 -0.8205
H23 2.9512 -0.5794 -2.8037
H24 1.4012 2.2437 -4.8159
H25 4.6249 0.8864 -3.7959
H26 6.1904 -0.3071 -5.2678
H27 5.4697 -1.0437 -7.5139
H28 3.1625 -0.5747 -8.2754
H29 1.5915 0.6008 -6.7907
O3 -0.9402 -1.8371 0.6045
C33 -2.2285 -1.9124 1.1932
C34 -2.1482 -2.2334 2.6792
C35 -1.3620 -1.2174 3.5090
C36 -2.1228 0.0333 3.8289
C37 -2.1636 0.5515 5.1208
C38 -2.8813 1.7067 5.3624
C39 -3.5683 2.2937 4.3111
C40 -3.4781 1.7001 3.0649
N8 -2.7622 0.6130 2.8149
H30 -0.3708 -2.5352 0.9684
H31 -2.8346 -2.6622 0.6676
H32 -2.6939 -0.9376 1.0415
H33 -1.6713 -3.2114 2.8013
H34 -3.1684 -2.3293 3.0668
H35 -0.4436 -0.9361 2.9857
H36 -1.0250 -1.6825 4.4372
H37 -1.6254 0.0531 5.9155
H38 -2.9116 2.1364 6.3548
H39 -4.1598 3.1873 4.4501
H40 -4.0004 2.1234 2.2170

Forces on atoms 1 to 3 (eV/Å):
-0.9 0.9 -0.6
0.0 0.0 -0.1
-0.1 -0.1 -0.1

Output
- Total energy: -146561.96913 eV
- E_LUMO: 0.180 eV
- HOMO-LUMO gap: 7.704 eV
- ΔE to the lowest compared entry with this formula, charge and spin: 0.290 eV
- HOMO energy: -7.52 eV